Below is 2 unconnected molecules or ions with the total composition C4H9NO2 at a distorted geometry, with properties calculated with wB97M-V/def2-TZVPD.

Energy relative to the best compared isomer or geometry (same formula, charge and spin)   3.699 eV
E_tot   -9876.36124 eV
HOMO level   -8.0 eV
E_LUMO   0.8 eV
Molar mass   103.121 g/mol
Kohn-Sham gap   8.9 eV

XYZ file:
```
16
C4H9NO2 (wB97M-V/def2-TZVPD)
C -1.0526 1.7257 -0.5539
C -0.1749 0.7504 0.2109
C -1.3455 -1.9522 0.5545
O -0.3970 -2.6792 1.0453
N 1.1501 0.6918 -0.3958
C 1.9989 -0.3312 -0.2601
O 1.8147 -1.3693 0.3731
H -0.6043 2.7253 -0.6414
H -2.0189 1.8344 -0.0493
H -1.2369 1.3343 -1.5584
H -0.0528 1.1140 1.2562
H -2.2862 -2.4655 0.8317
H -0.6297 -0.2738 0.0875
H 0.4689 -2.2223 0.8407
H 1.4778 1.4905 -0.9172
H 2.9500 -0.1621 -0.7905
```

Now the Mulliken charges, all in e:
1 C -1.37
2 C 0.50
3 C -0.53
4 O -0.38
5 N -0.11
6 C 0.02
7 O -0.68
8 H 0.38
9 H 0.33
10 H 0.34
11 H 0.24
12 H 0.16
13 H -0.06
14 H 0.56
15 H 0.22
16 H 0.34

---

Below is a molecular structure, C13H20Cl3N6OS4SbTc at a distorted geometry, with properties calculated with wB97M-V/def2-TZVPD.

Total charge   +3
Energy relative to the best compared isomer or geometry (same formula, charge and spin)   0.000 eV
E_tot   -114410.20464 eV
HOMO level (alpha / beta)   -16.5 / -16.5 eV
E_LUMO (alpha / beta)   -10.5 / -10.5 eV
Molar mass   730.731 g/mol
Kohn-Sham gap (alpha / beta)   6.0 / 6.0 eV

XYZ file:
```
49
C13H20Cl3N6OS4SbTc (wB97M-V/def2-TZVPD)
Tc -0.3688 0.0079 -0.0515
S -1.5321 4.4075 2.5509
Sb -2.0866 5.6760 0.4493
S -1.4756 1.8035 0.7367
S -0.3192 2.9731 1.8621
S -1.5371 4.1487 -1.0211
Cl 0.0484 0.1578 5.3595
C 0.4593 -1.2425 4.3918
Cl 2.1431 -1.6725 4.5695
Cl -0.5910 -2.5950 4.7466
C 0.2359 -0.8635 2.9632
N 0.0511 -0.5539 1.8755
O 1.5678 0.9881 -0.0314
H 2.0736 0.9212 0.7913
H 1.5674 1.9243 -0.2767
C -0.3505 -5.6990 -3.6597
C 0.0326 -6.0868 -2.2318
C -1.1601 -6.0015 -1.2823
C 1.2220 -5.2945 -1.6863
N 0.9369 -3.8167 -1.5732
C 0.6266 -3.1084 -0.4750
N 0.3822 -1.8670 -0.8319
N 0.5549 -1.8920 -2.1669
N 0.8810 -3.0370 -2.6309
H -1.0648 -6.4226 -4.0516
H 0.5133 -5.6934 -4.3295
H -0.8325 -4.7176 -3.7045
H 0.4032 -7.1143 -2.2476
H -1.5874 -4.9911 -1.2599
H -0.8912 -6.2920 -0.2622
H -1.9512 -6.6749 -1.6085
H 2.0922 -5.3891 -2.3314
H 1.4750 -5.6252 -0.6814
H 0.5909 -3.5005 0.5310
C 1.6296 0.1076 -3.1653
C 0.3175 -0.6407 -2.9846
C -0.3516 -0.9278 -4.2975
C -1.5236 -0.3118 -4.2900
C -1.7229 0.2830 -2.9509
C -2.9826 0.9565 -2.5598
N -0.6916 0.0949 -2.1784
H 2.2480 -0.4050 -3.9021
H 2.1741 0.1812 -2.2268
H 1.4088 1.1093 -3.5361
H 0.1239 -1.4761 -5.1013
H -2.2343 -0.2382 -5.1033
H -3.8278 0.3141 -2.8167
H -3.1048 1.8680 -3.1540
H -3.0181 1.2162 -1.5068
```

Now the Mulliken charges, all in e:
1 Tc 0.86
2 S -0.20
3 Sb 0.91
4 S 0.05
5 S 0.14
6 S -0.38
7 Cl -0.05
8 C 0.83
9 Cl -0.05
10 Cl -0.05
11 C -0.38
12 N -0.14
13 O -0.39
14 H 0.30
15 H 0.34
16 C -1.42
17 C 0.73
18 C -1.33
19 C -1.05
20 N 0.48
21 C -0.46
22 N -0.19
23 N 1.19
24 N -1.02
25 H 0.43
26 H 0.38
27 H 0.28
28 H 0.35
29 H 0.25
30 H 0.37
31 H 0.41
32 H 0.36
33 H 0.41
34 H 0.51
35 C -1.30
36 C 1.30
37 C -1.02
38 C -0.66
39 C 0.56
40 C -1.27
41 N -0.29
42 H 0.39
43 H 0.34
44 H 0.40
45 H 0.59
46 H 0.55
47 H 0.41
48 H 0.34
49 H 0.21

---

Below is a molecular structure, C24H33CrNO3 at a distorted geometry, with properties calculated with wB97M-V/def2-TZVPD.

Expectation value of S²   6.025
Energy relative to the best compared isomer or geometry (same formula, charge and spin)   1.531 eV
E_tot   -61477.58632 eV
Spin multiplicity   5
HOMO level (alpha / beta)   -5.7 / -6.3 eV
E_LUMO (alpha / beta)   0.3 / 0.1 eV
Molar mass   435.528 g/mol
Kohn-Sham gap (alpha / beta)   6.0 / 6.4 eV

XYZ file:
```
62
C24H33CrNO3 (wB97M-V/def2-TZVPD)
Cr 0.0481 0.2749 0.2109
C -1.8932 1.1263 2.2145
C -2.1654 1.6856 0.9395
C -1.0134 2.3965 0.5180
C -0.0126 2.2355 1.5123
C -0.5984 1.5093 2.5950
C 0.0300 1.2170 3.9194
C 1.2509 3.0467 1.5635
C -0.9580 3.4220 -0.5781
C -3.4744 1.6877 0.2188
C -2.7981 0.2607 3.0346
H -0.1048 0.1697 4.1955
H -0.4391 1.8304 4.6927
H 1.0942 1.4403 3.9051
H 1.6611 3.1825 0.5630
H 2.0058 2.5682 2.1849
H 1.0538 4.0364 1.9814
H -0.2426 3.1538 -1.3556
H -0.6618 4.3854 -0.1611
H -1.9343 3.5420 -1.0386
H -3.3264 1.5071 -0.8447
H -3.9697 2.6558 0.3317
H -4.1458 0.9256 0.6066
H -2.3275 -0.7058 3.2267
H -3.7418 0.0792 2.5266
H -3.0108 0.7222 4.0000
C -2.2445 2.0859 -6.0227
O -1.5473 0.8756 -6.1930
C -1.0454 0.2823 -5.0766
C -0.4274 -0.9676 -5.2770
C 0.0686 -1.6659 -4.2138
C 0.0029 -1.1718 -2.8937
C 0.4901 -1.9017 -1.7726
C 0.9873 -3.3236 -1.9159
O 0.5421 -1.4347 -0.5959
C -0.6010 0.1181 -2.6835
O -0.7166 0.6665 -1.5300
C -1.1188 0.8059 -3.8063
H -2.5871 2.3726 -7.0146
H -1.5922 2.8688 -5.6216
H -3.1101 1.9530 -5.3648
H -0.3702 -1.3521 -6.2808
H 0.5198 -2.6270 -4.4023
H 0.5409 -3.8262 -2.7657
H 0.7342 -3.8652 -1.0050
H 2.0729 -3.3326 -2.0262
H -1.5691 1.7651 -3.6000
C 3.7791 -2.3975 1.6015
C 2.6171 -2.2571 2.5957
C 1.6778 -3.4700 2.4959
C 3.1659 -2.1342 4.0222
C 1.8221 -1.1121 2.1742
N 1.1299 -0.3784 1.5938
H 4.3893 -3.2601 1.8603
H 4.4054 -1.5094 1.6290
H 3.4012 -2.5258 0.5900
H 2.2302 -4.3883 2.6829
H 1.2317 -3.5171 1.5041
H 0.8796 -3.3848 3.2297
H 3.7446 -3.0270 4.2585
H 2.3566 -2.0488 4.7445
H 3.8176 -1.2675 4.1158
```

Now the Mulliken charges, all in e:
1 Cr 0.53
2 C 0.63
3 C 1.32
4 C 0.11
5 C 0.81
6 C 0.91
7 C -1.65
8 C -2.00
9 C -1.86
10 C -1.89
11 C -1.70
12 H 0.28
13 H 0.37
14 H 0.30
15 H 0.37
16 H 0.42
17 H 0.30
18 H 0.26
19 H 0.31
20 H 0.45
21 H 0.28
22 H 0.26
23 H 0.42
24 H 0.27
25 H 0.43
26 H 0.29
27 C -0.78
28 O -0.47
29 C 0.99
30 C -1.05
31 C -0.70
32 C -0.62
33 C 1.00
34 C -1.47
35 O -0.19
36 C 0.04
37 O -0.08
38 C -0.23
39 H 0.23
40 H 0.32
41 H 0.33
42 H 0.43
43 H 0.34
44 H 0.47
45 H 0.27
46 H 0.29
47 H 0.49
48 C -1.49
49 C 2.10
50 C -1.32
51 C -1.81
52 C -0.41
53 N -0.11
54 H 0.44
55 H 0.39
56 H 0.21
57 H 0.43
58 H 0.09
59 H 0.41
60 H 0.43
61 H 0.39
62 H 0.40

---

Below is 2 unconnected molecules or ions with the total composition C6H16O at a distorted geometry, with properties calculated with wB97M-V/def2-TZVPD.

Energy relative to the best compared isomer or geometry (same formula, charge and spin)   0.889 eV
E_tot   -8528.34423 eV
HOMO level   -10.4 eV
E_LUMO   0.9 eV
Molar mass   104.193 g/mol
Kohn-Sham gap   11.3 eV
SMILES   CC(C)C.CCO

XYZ file:
```
23
C6H16O (wB97M-V/def2-TZVPD)
C 1.4013 -1.8823 0.9145
C 2.6086 -2.0176 1.8521
O 0.1629 -1.7058 1.5786
H 1.5890 -1.1083 0.1725
H 1.2931 -2.8949 0.5299
H 3.0224 -1.0790 2.2317
H 0.0889 -0.8784 2.0477
H 3.3799 -2.5525 1.3082
H 2.3515 -2.5959 2.7414
C -0.9179 0.7829 -0.8847
C 0.0393 2.0053 -0.9164
C -1.9566 1.0238 0.2027
C -1.5383 0.6188 -2.2714
H -0.4002 -0.1162 -0.5429
H 1.0459 1.7406 -1.2491
H -2.5875 1.8982 -0.0025
H -2.5553 0.1818 0.5467
H -1.4956 1.3871 1.1363
H -2.1401 -0.2839 -2.3640
H -2.3071 1.4065 -2.3507
H 0.0706 2.4835 0.0562
H -0.3059 2.7258 -1.6620
H -0.8489 0.8605 -3.0751
```

Now the Mulliken charges, all in e:
1 C 0.04
2 C -1.18
3 O -0.52
4 H 0.17
5 H 0.19
6 H 0.36
7 H 0.29
8 H 0.34
9 H 0.29
10 C 1.32
11 C -1.39
12 C -1.60
13 C -1.43
14 H -0.16
15 H 0.34
16 H 0.38
17 H 0.36
18 H 0.36
19 H 0.39
20 H 0.31
21 H 0.41
22 H 0.35
23 H 0.39

---

Below is 2 unconnected molecules or ions with the total composition C2H10N2 at a distorted geometry, with properties calculated with wB97M-V/def2-TZVPD.

Energy relative to the best compared isomer or geometry (same formula, charge and spin)   0.630 eV
E_tot   -5215.72165 eV
HOMO level   -8.5 eV
E_LUMO   1.1 eV
Molar mass   62.116 g/mol
Kohn-Sham gap   9.7 eV
SMILES   CNC.N

XYZ file:
```
14
C2H10N2 (wB97M-V/def2-TZVPD)
N -1.7452 0.6307 -1.5829
H -2.6510 0.6223 -1.1373
H -1.5764 1.5555 -1.9904
H -1.1390 0.6529 -0.7446
C 1.0468 0.7440 0.9085
N 0.0662 -0.3041 0.7733
C 0.5897 -1.4319 0.0036
H 1.2641 1.2375 -0.0429
H 2.0098 0.3883 1.3080
H 0.6826 1.4415 1.6674
H -0.6323 -0.3879 1.4975
H 1.5530 -1.7555 0.3996
H -0.0359 -2.3253 -0.0340
H 0.5678 -1.0681 -1.0257
```

Now the Mulliken charges, all in e:
1 N -0.66
2 H 0.23
3 H 0.24
4 H 0.24
5 C -0.87
6 N -0.29
7 C -0.87
8 H 0.26
9 H 0.32
10 H 0.31
11 H 0.22
12 H 0.29
13 H 0.31
14 H 0.28